(1)
{
  "formula": "C2H4NPS",
  "method": "ωB97M-V with the def2-TZVPD basis set",
  "species": ["C", "C", "N", "P", "S", "H", "H", "H", "H"],
  "positions_angstrom": [[-0.392, -0.737, 0.095], [-0.418, 0.810, 0.048], [0.905, -1.388, 0.087], [2.277, -0.687, 0.023], [1.296, 1.510, -0.018], [-1.007, -1.221, 0.800], [-0.899, -0.985, -0.973], [-0.878, 1.189, -0.882], [-0.885, 1.510, 0.819]],
  "mulliken_charge": [-0.30, -0.44, -0.28, 0.27, -0.29, 0.33, 0.18, 0.26, 0.28],
  "homo_lumo_gap_ha": 0.3012,
  "largest_force_ev_per_a": 3.93,
  "smiles": "C1CSP=N1"
}

(2)
{
  "formula": "C6H9N",
  "method": "ωB97M-V with the def2-TZVPD basis set",
  "species": ["C", "C", "C", "C", "C", "N", "C", "H", "H", "H", "H", "H", "H", "H", "H", "H"],
  "positions_angstrom": [[-0.346, -0.795, 1.910], [-0.583, 0.392, 1.051], [-1.116, -0.458, -1.695], [0.175, -0.550, -1.397], [1.031, 0.525, -0.798], [0.626, 1.896, -0.572], [0.671, 0.998, 0.583], [0.658, -1.249, 1.895], [-1.105, -1.560, 1.701], [-0.562, -0.460, 2.937], [-1.694, -1.319, -2.015], [-1.671, 0.466, -1.559], [0.689, -1.506, -1.486], [2.092, 0.424, -1.019], [-0.352, 2.032, -0.826], [1.487, 1.165, 1.289]],
  "mulliken_charge": [-1.02, -0.25, -0.65, -0.31, -0.07, -0.72, -0.05, 0.34, 0.28, 0.39, 0.27, 0.23, 0.31, 0.42, 0.36, 0.46],
  "homo_lumo_gap_ha": 0.2952,
  "largest_force_ev_per_a": 0.42
}

(3)
{
  "formula": "C22H41AlBBeCl10F8O6P",
  "method": "ωB97M-V with the def2-TZVPD basis set",
  "species": ["C", "C", "B", "O", "P", "C", "C", "C", "C", "O", "C", "Cl", "C", "C", "Cl", "H", "H", "H", "H", "H", "H", "H", "H", "H", "H", "H", "H", "H", "H", "H", "H", "H", "H", "H", "C", "C", "C", "O", "C", "H", "H", "H", "H", "H", "H", "H", "H", "Al", "O", "H", "H", "C", "Cl", "Cl", "H", "H", "C", "C", "O", "H", "H", "H", "H", "H", "H", "Cl", "C", "Cl", "Cl", "Cl", "Cl", "C", "C", "C", "F", "F", "F", "F", "O", "C", "C", "F", "F", "F", "F", "H", "H", "H", "H", "Cl", "Be"],
  "positions_angstrom": [[-0.612, -0.471, 3.439], [-0.023, -1.510, 2.441], [-1.124, -2.034, 1.504], [-2.423, -2.289, 1.824], [-0.502, -2.442, -0.469], [-0.317, -0.538, -0.726], [-0.795, -4.324, 0.119], [0.457, -4.778, 0.762], [0.324, -6.107, 1.442], [0.422, -4.735, 2.132], [-0.015, -2.999, -2.211], [-1.380, -3.317, -3.248], [1.227, -3.137, -2.676], [2.502, -2.864, -1.962], [1.457, -3.662, -4.311], [-0.003, -0.561, 4.331], [-1.646, -0.696, 3.695], [-0.552, 0.534, 3.039], [0.367, -2.359, 3.014], [0.782, -1.026, 1.896], [-2.422, -3.014, 2.551], [-1.903, -2.393, -0.846], [0.821, -2.545, 0.077], [-1.289, -0.042, -0.721], [0.303, -0.099, 0.054], [0.167, -0.361, -1.685], [-1.568, -4.406, 0.877], [-0.936, -4.960, -0.753], [1.394, -4.589, 0.259], [-0.635, -6.402, 1.839], [1.234, -6.457, 1.890], [3.206, -3.657, -2.211], [2.960, -1.962, -2.373], [2.486, -2.777, -0.885], [-2.501, 1.885, -4.468], [-1.167, 2.340, -3.881], [-1.560, 2.743, -2.467], [-2.670, 1.912, -2.108], [-3.158, 1.230, -3.256], [-2.411, 1.203, -5.327], [-3.073, 2.752, -4.794], [-0.460, 1.475, -3.838], [-0.684, 3.137, -4.444], [-1.881, 3.786, -2.438], [-0.760, 2.607, -1.744], [-2.869, 0.163, -3.165], [-4.245, 1.284, -3.284], [-0.533, -0.295, -4.420], [2.875, -6.984, 0.063], [2.953, -7.852, -0.349], [3.721, -6.859, 0.507], [-5.880, 1.267, -0.578], [-6.222, 1.422, 1.147], [-6.922, 0.067, -1.358], [-6.051, 2.229, -1.048], [-4.845, 0.970, -0.702], [2.618, 3.319, 3.231], [2.628, 2.015, 2.489], [1.464, 1.780, 1.856], [1.839, 3.276, 3.991], [3.578, 3.506, 3.707], [2.389, 4.152, 2.560], [2.890, 1.123, 3.145], [3.587, 2.066, 1.543], [1.253, 2.540, 1.282], [2.259, 0.487, 4.778], [0.514, -10.148, 0.069], [1.732, -10.358, -1.197], [-0.825, -9.172, -0.560], [-0.089, -11.718, 0.577], [1.247, -9.311, 1.442], [0.835, 5.732, 1.801], [1.124, 7.236, 1.636], [0.148, 8.070, 0.798], [0.063, 7.627, -0.476], [0.585, 9.340, 0.757], [2.389, 7.389, 1.192], [1.080, 7.761, 2.887], [1.528, 4.797, 0.954], [1.096, 4.472, -0.302], [2.063, 4.916, -1.407], [2.294, 6.226, -1.359], [1.502, 4.620, -2.612], [-0.160, 4.899, -0.514], [1.047, 3.093, -0.338], [1.206, 5.489, 2.795], [-0.234, 5.525, 1.834], [-0.850, 8.062, 1.245], [3.015, 4.387, -1.314], [4.823, 2.094, 0.874], [-4.258, -2.793, 2.480]],
  "mulliken_charge": [-1.00, 0.20, 0.70, -1.53, 1.45, -1.14, -1.65, 1.01, -1.01, -0.51, -0.28, -0.05, 0.56, -1.48, -0.11, 0.29, 0.31, 0.12, 0.35, 0.21, 0.35, -0.07, -0.49, 0.38, 0.18, 0.22, 0.48, 0.55, 0.27, 0.36, 0.46, 0.49, 0.31, 0.36, -1.01, 0.00, 0.47, -0.40, -0.06, 0.29, 0.35, 0.03, 0.57, 0.36, -0.61, 0.02, 0.37, 0.68, -0.52, 0.26, 0.30, 0.23, -0.16, -0.15, 0.28, -0.21, -0.20, -0.43, -0.20, 0.39, 0.47, -0.27, 0.49, 0.26, 0.30, -0.46, 0.34, -0.10, -0.10, -0.07, -0.07, -0.57, 0.68, 0.12, -0.22, -0.26, -0.28, -0.32, -0.58, 0.88, 0.22, -0.21, -0.25, -0.27, -0.52, 0.46, 0.41, 0.30, 0.27, -0.21, 0.59],
  "homo_lumo_gap_ha": 0.1491,
  "largest_force_ev_per_a": 5.66,
  "total_charge": 2
}

HOMO for the records above, in order: -0.315 -0.296 -0.467 Ha